Model one:
{
  "formula": "C17H27MnN9OP",
  "method": "ωB97M-V with the def2-TZVPD basis set",
  "symbols": ["Mn", "N", "C", "N", "C", "N", "N", "C", "N", "C", "C", "C", "C", "C", "N", "H", "H", "H", "H", "H", "H", "H", "H", "C", "C", "C", "O", "H", "H", "H", "H", "H", "H", "C", "N", "C", "N", "C", "N", "C", "P", "C", "C", "H", "H", "H", "H", "H", "H", "H", "H", "H", "H", "H", "H", "H"],
  "positions_angstrom": [[0.648, -0.500, -0.157], [2.175, 0.177, -3.112], [1.868, -1.121, -2.921], [2.276, -1.982, -3.806], [1.958, -3.277, -3.635], [2.359, -4.158, -4.504], [1.200, -3.726, -2.572], [0.862, -2.842, -1.715], [1.163, -1.487, -1.773], [0.106, -3.245, -0.511], [-0.287, -4.540, -0.267], [-0.926, -4.830, 0.937], [-1.126, -3.812, 1.862], [-0.716, -2.532, 1.551], [-0.121, -2.242, 0.375], [2.594, 0.376, -4.014], [1.577, 0.901, -2.750], [2.909, -3.873, -5.306], [2.117, -5.135, -4.399], [-0.079, -5.302, -1.005], [-1.246, -5.841, 1.156], [-1.594, -4.006, 2.818], [-0.842, -1.721, 2.254], [3.997, -0.166, -0.043], [3.159, 1.022, -0.288], [3.790, 2.323, -0.546], [1.888, 0.955, -0.265], [4.806, 0.079, 0.652], [4.495, -0.423, -0.986], [3.440, -1.029, 0.325], [4.644, 2.202, -1.219], [4.227, 2.674, 0.400], [3.092, 3.066, -0.920], [-2.504, 3.875, 0.880], [-1.702, 3.420, 2.125], [-2.676, 2.686, 3.080], [-3.307, 1.615, 2.390], [-4.053, 2.094, 1.224], [-3.143, 2.752, 0.284], [-2.256, 1.838, -0.403], [-1.155, 1.020, 0.874], [-0.542, 2.544, 1.743], [-2.449, 0.481, 2.111], [-1.807, 4.365, 0.202], [-3.238, 4.596, 1.239], [-1.339, 4.252, 2.603], [-3.407, 3.429, 3.398], [-2.098, 2.347, 3.940], [-4.809, 2.807, 1.552], [-4.558, 1.263, 0.736], [-1.649, 2.370, -1.137], [-2.835, 1.076, -0.926], [0.123, 3.112, 1.092], [0.003, 2.278, 2.649], [-1.974, 0.135, 3.030], [-3.036, -0.338, 1.692]],
  "lowdin_spin": [3.970, 0.005, 0.006, -0.004, 0.001, 0.008, 0.007, 0.007, 0.003, 0.010, -0.004, 0.015, -0.003, 0.008, -0.035, 0.000, 0.001, 0.000, 0.000, -0.001, 0.001, -0.001, 0.001, 0.007, 0.016, 0.000, 0.048, 0.001, 0.001, 0.003, 0.000, 0.001, 0.000, -0.001, -0.002, 0.000, -0.006, -0.002, -0.016, -0.007, -0.036, -0.001, -0.002, 0.000, 0.000, 0.000, 0.000, 0.000, 0.000, 0.000, 0.000, 0.000, 0.000, 0.000, 0.000, 0.000],
  "s_squared": 6.11,
  "charge": 4,
  "lumo_ev": [-15.23, -13.64],
  "spin_multiplicity": 5,
  "homo_energy_ha": [-0.761, -0.763],
  "gap_ev": [5.478, 7.119]
}

***

Model two:
{
  "formula": "C17H27MnN9OP",
  "method": "ωB97M-V with the def2-TZVPD basis set",
  "symbols": ["Mn", "N", "C", "N", "C", "N", "N", "C", "N", "C", "C", "C", "C", "C", "N", "H", "H", "H", "H", "H", "H", "H", "H", "C", "C", "C", "O", "H", "H", "H", "H", "H", "H", "C", "N", "C", "N", "C", "N", "C", "P", "C", "C", "H", "H", "H", "H", "H", "H", "H", "H", "H", "H", "H", "H", "H"],
  "positions_angstrom": [[-0.889, 0.882, -0.105], [1.469, 3.290, -0.478], [1.152, 3.031, 0.794], [1.758, 3.713, 1.732], [1.432, 3.445, 3.006], [1.989, 4.126, 3.969], [0.517, 2.471, 3.379], [-0.020, 1.842, 2.404], [0.234, 2.023, 1.059], [-1.041, 0.804, 2.685], [-1.562, 0.531, 3.930], [-2.590, -0.404, 4.034], [-3.069, -1.040, 2.891], [-2.499, -0.741, 1.670], [-1.498, 0.161, 1.582], [2.099, 4.065, -0.643], [0.927, 2.957, -1.255], [2.658, 4.856, 3.758], [1.748, 3.945, 4.933], [-1.179, 1.066, 4.789], [-3.025, -0.625, 5.001], [-3.875, -1.760, 2.941], [-2.835, -1.216, 0.755], [-3.161, 3.336, -2.334], [-1.854, 2.685, -2.502], [-1.071, 2.856, -3.735], [-1.411, 1.947, -1.565], [-3.189, 4.295, -2.854], [-3.451, 3.435, -1.292], [-3.894, 2.695, -2.847], [-1.717, 2.637, -4.593], [-0.172, 2.247, -3.764], [-0.828, 3.920, -3.842], [1.407, -3.727, -2.460], [2.383, -2.697, -1.827], [2.770, -3.211, -0.414], [1.597, -3.428, 0.361], [0.707, -4.398, -0.284], [0.291, -3.916, -1.602], [-0.637, -2.802, -1.559], [0.235, -1.375, -0.736], [1.771, -1.322, -1.773], [0.916, -2.211, 0.773], [1.980, -4.648, -2.571], [1.127, -3.345, -3.441], [3.230, -2.650, -2.403], [3.434, -2.468, 0.027], [3.312, -4.142, -0.576], [-0.168, -4.571, 0.340], [1.236, -5.343, -0.402], [-1.528, -3.069, -0.988], [-0.953, -2.515, -2.563], [2.505, -0.628, -1.359], [1.538, -1.013, -2.793], [0.096, -2.456, 1.450], [1.601, -1.541, 1.297]],
  "lowdin_spin": [3.930, 0.005, 0.008, -0.003, 0.002, 0.009, 0.011, 0.007, 0.020, 0.008, -0.005, 0.020, -0.006, 0.006, -0.065, 0.000, 0.001, 0.000, 0.000, -0.001, 0.001, -0.001, 0.001, 0.002, 0.021, 0.005, 0.064, 0.000, 0.000, 0.002, 0.001, 0.000, 0.001, 0.000, -0.003, 0.000, -0.007, -0.001, -0.002, 0.004, -0.026, -0.006, -0.002, 0.000, 0.000, 0.000, 0.000, 0.000, 0.000, 0.000, 0.000, 0.000, 0.000, 0.000, 0.000, 0.000],
  "s_squared": 6.13,
  "charge": 4,
  "lumo_ev": [-15.58, -13.54],
  "spin_multiplicity": 5,
  "homo_energy_ha": [-0.760, -0.762],
  "gap_ev": [5.117, 7.182]
}

***

The most stable arrangement is model one, and the next structure is 0.299 eV less stable.